No. 1
A 2-piece molecular cluster, C13H29ClO13PS3Si overall at a distorted geometry. Source: OMol25; level of theory: ωB97M-V/def2-TZVPD.

```
61
Properties=species:S:1:pos:R:3:forces:R:3
C -1.46578 -0.79942 4.63114 -0.329 -0.042 -0.053
P 0.04148 -0.45576 3.58222 1.888 -1.107 0.508
O 1.18953 0.16220 4.67815 -1.551 -0.206 -0.750
C -0.35422 1.03967 2.42505 -1.594 -0.560 1.240
O -1.45208 1.76003 3.03235 0.669 0.644 -0.504
O 0.78343 1.89502 2.49725 -0.907 1.218 -1.265
S 0.55435 3.35243 1.75021 1.682 5.080 0.845
O 0.00140 4.39795 2.65020 0.259 -3.146 -1.499
O 1.83991 3.83104 1.19296 -1.851 -2.095 0.590
C -0.56891 3.00016 0.35137 -1.261 -1.597 -0.180
S -0.61231 4.31453 -0.91978 0.285 0.332 0.021
C -0.23748 1.55076 -0.16668 0.400 -0.272 0.991
C 1.26214 1.29493 -0.49498 0.125 -0.122 -0.805
C 1.84674 2.18296 -1.62956 0.789 -0.430 0.377
O 1.21236 1.92985 -2.89038 0.854 -0.767 -0.483
Si 2.26112 1.01928 -3.90916 -0.397 0.242 -0.374
C 3.71702 2.17053 -4.38984 -0.079 0.193 0.703
C 1.41714 0.47395 -5.52839 0.441 -0.065 0.261
C 2.85495 -0.58326 -3.04223 0.033 0.513 -0.026
C -0.75495 0.57702 0.97418 0.104 -0.236 -0.363
C -0.44744 -0.92637 0.66258 -0.610 -0.205 -1.155
C -1.60295 -1.89901 1.10496 0.118 0.903 -0.042
C -2.88698 -1.73618 0.21578 0.723 -1.665 1.621
S -2.69233 -2.32899 -1.49858 -3.416 2.439 -3.198
O -2.22440 -1.18742 -2.32728 0.617 -2.230 1.839
O -4.04374 -2.74474 -1.97936 2.787 -0.304 1.429
O -1.66787 -3.61884 -1.53325 -0.946 1.791 0.626
H -1.62885 -1.90087 4.56624 0.294 0.742 -0.031
H -2.40511 -0.32395 4.28207 0.553 -0.017 0.336
H -1.29312 -0.58108 5.70879 -0.086 0.164 -0.736
H 0.73080 0.64524 5.37446 0.150 0.272 0.119
H -2.25927 1.26291 2.89218 -0.078 -0.159 -0.038
H -1.59090 2.93636 0.78762 0.777 0.248 -0.064
H -1.92909 4.32931 -1.30093 0.579 -0.438 0.728
H -0.84329 1.30660 -1.06646 0.374 0.442 0.451
H 1.94962 1.36742 0.36904 -0.585 0.095 -0.268
H 1.34132 0.24398 -0.85706 -0.099 0.666 0.239
H 1.87954 3.26307 -1.37080 -0.374 -0.666 -0.283
H 2.92505 1.88632 -1.72740 -0.545 0.315 0.365
H 3.78757 2.33577 -5.48342 0.075 -0.220 0.614
H 3.53782 3.15833 -3.90556 0.101 -0.547 -0.383
H 4.67599 1.79909 -3.96709 -0.447 0.186 -0.509
H 2.24089 0.09173 -6.17864 -0.478 0.215 0.427
H 0.93013 1.29692 -6.08408 -0.002 -0.509 0.367
H 0.74661 -0.38270 -5.32274 0.053 0.603 -0.283
H 3.56605 -1.15951 -3.67329 -0.500 0.367 0.266
H 1.97838 -1.21984 -2.79638 0.590 0.310 -0.034
H 3.40013 -0.29138 -2.12175 -0.344 -0.411 -0.319
H -1.86832 0.67501 0.92805 0.686 -0.007 0.150
H -0.42364 -1.00467 -0.45359 0.125 0.112 0.690
H 0.54159 -1.26906 1.00865 -0.575 0.247 0.068
H -1.93482 -1.65621 2.14119 0.209 -0.310 -0.573
H -1.28398 -2.95740 1.12891 -0.112 0.596 0.004
H -3.65296 -2.39723 0.67946 0.430 0.212 -0.622
H -3.32377 -0.71898 0.25721 0.479 -0.505 -0.929
H -1.86777 -4.02803 -2.38967 -0.040 -0.182 -0.045
O -1.18461 -3.83731 4.57638 -0.003 -0.022 -0.001
Cl -1.17842 -5.08070 3.82794 0.071 -0.505 0.100
O 0.02586 -5.81740 4.13023 -0.197 0.192 -0.077
O -1.22267 -4.77975 2.40992 -0.035 0.029 -0.002
O -2.33689 -5.86429 4.19162 0.121 0.178 -0.082
```
Positions in Å, forces in eV/Å.

E (hartree): -3776.27575
HOMO-LUMO gap (eV): 8.1
Net charge: -1

No. 2
One molecule with the formula C3H5FO at a distorted geometry. Source: OMol25; level of theory: ωB97M-V/def2-TZVPD.

```
10
Properties=species:S:1:pos:R:3:forces:R:3
C -0.60939 1.47366 0.11099 1.200 0.583 -0.998
C 0.08656 0.36695 -0.06318 2.091 -0.419 0.869
C -0.25831 -1.10735 0.03858 -1.481 0.973 -1.884
O 1.46651 0.61093 0.00391 0.701 -1.827 -0.677
F 2.16454 -0.64359 -0.41556 -0.256 1.834 0.289
H -0.21383 2.52692 0.01491 -0.697 -1.577 0.327
H -1.57508 1.14025 0.28375 -2.288 0.724 0.334
H -0.18419 -1.42908 1.05247 0.133 -0.434 0.610
H -1.27499 -1.29295 -0.38878 0.580 0.329 0.745
H 0.39817 -1.64575 -0.63708 0.018 -0.187 0.385
```
Positions in Å, forces in eV/Å.

E (hartree): -292.24005
Relative energy (zero: lowest compared OMol25 entry of this formula, charge and spin) (kJ/mol): 410.3
HOMO-LUMO gap (eV): 9.7
Structure (SMILES): C=C(C)OF
Net charge: 0

No. 3
CH6NO3S as an isolated structure at a distorted geometry. Source: OMol25; level of theory: ωB97M-V/def2-TZVPD.

```
12
Properties=species:S:1:pos:R:3:forces:R:3
C 0.68678 -0.07259 -0.88489 0.658 -2.090 5.085
N 0.06424 1.14121 -1.12556 0.531 1.877 -1.192
O -0.69718 -0.63369 1.74421 -0.314 0.312 0.021
O 0.39880 -1.35869 2.30250 0.830 -1.866 -2.918
O -1.90459 -0.04042 -0.25889 -0.943 0.885 0.009
S -1.04993 -1.17206 0.14345 2.697 1.305 0.660
H 0.85535 -0.66657 -1.69554 0.547 -1.438 -2.146
H 1.44196 -0.21813 -0.01256 -1.333 0.787 -1.769
H 0.49490 1.92196 -0.55620 -0.674 -0.849 -1.050
H 0.13100 1.33311 -2.21377 -0.749 0.045 2.933
H 0.62225 -1.15813 3.20227 -1.080 1.289 1.180
H -1.04359 0.92400 -0.64503 -0.170 -0.258 -0.812
```
Positions in Å, forces in eV/Å.

E (hartree): -719.90560
Relative energy (zero: lowest compared OMol25 entry of this formula, charge and spin) (kJ/mol): 87.8
HOMO-LUMO gap (eV): 9.6
Net charge: +1

No. 4
A 3-piece molecular cluster, CH8O2S overall at a distorted geometry. Source: OMol25; level of theory: ωB97M-V/def2-TZVPD.

```
12
Properties=species:S:1:pos:R:3:forces:R:3
C 1.11188 1.24011 -0.07456 1.504 1.074 -2.318
S 1.43828 -0.48618 -0.90686 -0.745 1.704 0.449
H 1.32715 1.87556 -1.09757 -0.399 -0.985 3.115
H 1.92965 1.45785 0.74270 -1.789 -0.514 -1.765
H 0.04856 1.46847 0.22641 1.267 -0.774 -0.149
H 0.65490 -0.13516 -1.97103 0.365 -0.474 0.550
O -0.37599 -1.74721 1.42317 -0.793 0.075 0.707
H 0.36729 -1.73497 0.82487 0.499 0.172 -0.396
H -0.17076 -1.13772 2.14574 0.059 -0.215 -0.270
O -2.03524 0.06539 -0.43649 -1.414 4.478 -2.146
H -1.58812 -0.51948 0.06207 2.294 -3.671 2.745
H -2.70759 -0.34665 -0.93845 -0.846 -0.871 -0.522
```
Positions in Å, forces in eV/Å.

E (hartree): -591.51841
Relative energy (zero: lowest compared OMol25 entry of this formula, charge and spin) (kJ/mol): 107.0
HOMO-LUMO gap (eV): 10.0
Structure (SMILES): CS.O.O
Net charge: 0